Density functional theory data (the ωB97M-V functional and the def2-TZVPD basis) for one molecule with the formula C5H11N.

The calculation puts the orbital gap at 9.49 eV. Its SMILES is CN1CC1(C)C. The calculation puts the HOMO energy at -8.419 eV. The calculation puts the LUMO energy at 1.07 eV.

ORCA input file:
```
! wB97M-V def2-TZVPD RIJCOSX def2/J DEFGRID3
* xyz 0 1
C 1.99741 -0.27376 -0.52109
N 0.88631 0.50766 -0.06028
C 0.43515 0.66077 1.28777
C -0.47422 0.12268 0.14363
C -1.59046 1.07040 -0.25144
C -0.84358 -1.33063 -0.23272
H 2.09551 -1.30815 -0.14680
H 1.95043 -0.28639 -1.61467
H 2.88982 0.28213 -0.21440
H 0.53387 1.72487 1.59020
H 0.59634 -0.01360 2.13234
H -2.37950 0.98883 0.50905
H -2.04512 0.85109 -1.22525
H -1.21812 2.09477 -0.24629
H -1.83581 -1.64447 0.11860
H -0.88930 -1.36434 -1.34075
H -0.10872 -2.08186 0.07211
*
```

natural (NBO) population analysis, charges in e, atoms 1 to 8: atom 1 (C): -0.41, atom 2 (N): -0.43, atom 3 (C): -0.27, atom 4 (C): 0.12, atom 5 (C): -0.61, atom 6 (C): -0.63, atom 7 (H): 0.17, atom 8 (H): 0.20

=====

Density functional theory data (the ωB97M-V functional and the def2-TZVPD basis) for one molecule with the formula C5H10O.

The calculation puts the orbital gap at 9.46 eV. Its SMILES is OCCC1CC1. The calculation puts the HOMO energy at -8.439 eV. The calculation puts the LUMO energy at 1.02 eV.

ORCA input file:
```
! wB97M-V def2-TZVPD RIJCOSX def2/J DEFGRID3
* xyz 0 1
O -1.57340 -1.60785 0.50874
C -1.71741 -0.32719 1.00766
C -0.62896 0.94136 0.28024
C 0.66187 0.24619 0.15927
C 1.67595 0.57508 -0.88443
C 0.86701 -0.68544 -1.00428
H -0.70193 -1.92423 0.79795
H -1.46630 -0.24881 2.06087
H -2.18544 0.42486 0.42511
H -0.63888 1.79509 0.97963
H -0.94332 1.37592 -0.70635
H 1.02949 -0.08418 1.12801
H 1.45478 1.39360 -1.56355
H 2.71670 0.48786 -0.59812
H 0.08459 -0.72753 -1.75939
H 1.36526 -1.63474 -0.83136
*
```

natural (NBO) population analysis, charges in e, atoms 1 to 8: atom 1 (O): -0.70, atom 2 (C): -0.11, atom 3 (C): -0.43, atom 4 (C): -0.25, atom 5 (C): -0.42, atom 6 (C): -0.42, atom 7 (H): 0.47, atom 8 (H): 0.17

=====

Density functional theory data (the ωB97M-V functional and the def2-TZVPD basis) for one molecule with the formula C19H24N2O5S.

The calculation puts the orbital gap at 8.41 eV. Its SMILES is CCOc1ccc(N(CC(=O)NCc2ccccc2OC)S(C)(=O)=O)cc1. The calculation puts the HOMO energy at -7.878 eV. The calculation puts the LUMO energy at 0.53 eV.

ORCA input file:
```
! wB97M-V def2-TZVPD RIJCOSX def2/J DEFGRID3
* xyz 0 1
C -7.89861 -1.90210 -0.65311
C -6.85679 -0.84234 -0.32954
O -5.60093 -1.48590 -0.25387
C -4.49741 -0.74192 0.03703
C -4.48605 0.63031 0.26172
C -3.30113 1.28137 0.55646
C -2.09517 0.58969 0.62447
N -0.92282 1.28370 0.94967
C 0.28550 0.56138 1.24505
C 0.95394 -0.03238 0.00168
O 0.57778 0.21277 -1.12734
N 1.97150 -0.86396 0.28538
C 2.84678 -1.40211 -0.73849
C 4.15596 -0.65823 -0.79246
C 4.52738 0.06508 -1.91098
C 5.73257 0.74736 -1.95064
C 6.57252 0.70814 -0.85516
C 6.21618 -0.00193 0.28017
C 5.00788 -0.68327 0.32197
O 4.55927 -1.40036 1.40046
C 5.40089 -1.52500 2.52169
S -0.69111 2.83808 0.33638
C -1.03382 2.74135 -1.43278
O -1.65227 3.72067 0.93148
O 0.69048 3.15467 0.55261
C -2.11050 -0.78670 0.39760
C -3.29211 -1.43768 0.11232
H -8.88272 -1.44687 -0.71811
H -7.90644 -2.66237 0.12303
H -7.66088 -2.37801 -1.60044
H -7.09258 -0.35926 0.62914
H -6.84156 -0.07364 -1.11512
H -5.39504 1.20928 0.22004
H -3.30845 2.34077 0.75113
H 0.97761 1.29180 1.67189
H 0.07656 -0.21365 1.98781
H 2.32021 -0.93283 1.22912
H 2.31940 -1.31266 -1.68941
H 3.02780 -2.45807 -0.51253
H 3.86165 0.09234 -2.76025
H 6.00980 1.30661 -2.83051
H 7.51460 1.23523 -0.87230
H 6.88634 -0.01187 1.12504
H 4.86581 -2.16469 3.22246
H 5.59124 -0.55491 2.99164
H 6.35276 -1.99626 2.25914
H -0.74721 3.69359 -1.85885
H -0.43523 1.93105 -1.82912
H -2.09139 2.55721 -1.56204
H -1.19938 -1.36165 0.42926
H -3.30284 -2.50183 -0.06281
*
```

natural (NBO) population analysis, charges in e, atoms 1 to 8: atom 1 (C): -0.62, atom 2 (C): -0.06, atom 3 (O): -0.50, atom 4 (C): 0.30, atom 5 (C): -0.29, atom 6 (C): -0.25, atom 7 (C): 0.20, atom 8 (N): -0.68

=====

Density functional theory data (the ωB97M-V functional and the def2-TZVPD basis) for C33H39NO4P2Pt as an isolated structure.

The calculation puts the orbital gap (alpha / beta) at 3.65 / 3.64 eV. The calculation puts the HOMO energy (alpha / beta) at -19.519 / -19.523 eV. The calculation puts the LUMO energy (alpha / beta) at -15.87 / -15.89 eV.

ORCA input file:
```
! wB97M-V def2-TZVPD RIJCOSX def2/J DEFGRID3
* xyz 4 1
Pt 0.48404 -0.11313 0.28407
C -0.18067 -2.95761 -0.59848
C -1.60386 -2.47909 -0.52184
O -1.57793 -1.04832 -0.38247
C -2.81858 -0.48954 0.09688
C -2.63488 0.98597 0.34114
O -1.39551 1.29388 1.00682
C -1.38262 1.31849 2.44938
C -1.34314 -0.05011 3.07052
O -0.27634 -0.81996 2.47025
C -0.44019 -2.23366 2.59358
C 0.61230 -2.88595 1.74600
O 0.68758 -2.35351 0.40021
H 0.26023 -2.68404 -1.55353
H -0.15256 -4.04205 -0.50526
H -2.15829 -2.92662 0.30232
H -2.10740 -2.75526 -1.44824
H -3.13232 -1.02026 0.99436
H -3.59815 -0.61982 -0.65300
H -3.48014 1.37255 0.91365
H -2.59446 1.51854 -0.60682
H -2.24878 1.86561 2.81939
H -0.47669 1.86453 2.71194
H -2.29352 -0.57243 2.95245
H -1.15816 0.06366 4.13924
H -1.45125 -2.52463 2.30447
H -0.29329 -2.54527 3.62742
H 0.44021 -3.96043 1.70424
H 1.59547 -2.71484 2.17477
C 3.13884 2.34159 -1.96154
N 2.39166 1.95936 -0.72950
P 2.61724 0.56149 0.13725
C 3.08074 1.03686 1.81234
C 3.47737 2.36118 2.15030
C 3.89552 2.62485 3.42628
C 3.91950 1.58525 4.39389
C 3.53338 0.26252 4.05811
C 3.12246 -0.01229 2.78546
C 4.01331 -0.32686 -0.47453
C 3.90149 -1.63994 -0.94401
C 5.04933 -2.31163 -1.32576
C 6.29166 -1.69797 -1.18570
C 6.39200 -0.37328 -0.75387
C 5.25767 0.31798 -0.37526
P 0.91884 2.68442 -0.30409
C 1.31202 4.40690 -0.07010
C 1.52201 4.91672 1.22641
C 1.89727 6.23476 1.37871
C 2.03144 7.04972 0.24645
C 1.81081 6.53890 -1.03831
C 1.40750 5.23110 -1.21445
C -0.18255 2.45754 -1.64220
C -0.12812 1.26323 -2.40585
C -1.06055 1.04606 -3.39524
C -2.05974 1.99918 -3.62660
C -2.14519 3.16026 -2.84670
C -1.22333 3.38763 -1.84511
H 4.00325 2.95578 -1.72046
H 2.48805 2.89088 -2.63442
H 3.48316 1.44361 -2.47045
H 3.48997 3.14580 1.40461
H 4.23208 3.62042 3.69079
H 4.25991 1.80239 5.40136
H 3.58577 -0.52728 4.79835
H 2.86701 -1.02807 2.50507
H 2.93514 -2.12580 -1.02259
H 4.97931 -3.30407 -1.74791
H 7.19188 -2.26292 -1.38269
H 7.35966 0.10798 -0.68920
H 5.34395 1.33022 0.00761
H 1.37865 4.29472 2.10366
H 2.06561 6.63942 2.36920
H 2.28374 8.09415 0.36869
H 1.95451 7.16322 -1.90944
H 1.21335 4.85809 -2.21153
H 0.68773 0.55504 -2.27722
H -1.00456 0.16002 -4.01558
H -2.77698 1.83612 -4.42237
H -2.94058 3.87420 -3.02226
H -1.29210 4.28432 -1.23712
*
```

Mulliken population analysis, charges in e, atoms 1 to 8: atom 1 (Pt): 2.27, atom 2 (C): -0.79, atom 3 (C): -0.79, atom 4 (O): -0.44, atom 5 (C): -0.95, atom 6 (C): -0.24, atom 7 (O): -0.32, atom 8 (C): -0.55

=====

For reference, ΔE to the lowest compared entry with this formula, charge and spin by record: 174.4 346.0 254.9 256.4 kJ/mol.
For reference, E_tot by record: -251.796091 -271.620841 -1622.302531 -2436.972264 Eh.